No. 1
Computed, not measured: a structure of composition C35H59AlCl3CsFI2LiN2O15S, with ωB97M-V/def2-TZVPD.

Cartesian coordinates (Å):
C: -3.360 -4.397 3.198
C: -4.547 -4.395 2.053
C: -3.909 -4.306 0.574
O: -3.999 -3.030 -0.092
C: -2.956 -2.094 0.329
C: -3.692 -0.659 0.448
C: -4.863 -0.836 1.518
C: -6.322 -1.176 0.882
O: -6.542 -1.343 -0.342
F: -7.503 -1.293 1.745
C: -2.716 0.626 0.702
C: -3.441 1.768 -0.145
C: -5.007 1.900 -0.203
C: -5.372 3.480 -0.449
I: -7.106 3.477 -1.825
C: -2.687 1.102 2.212
C: -3.734 2.143 2.748
C: -3.762 1.872 4.366
I: -3.050 4.253 2.661
C: -1.177 0.308 0.196
C: -0.349 -0.451 1.393
C: 1.173 -0.848 1.071
C: 1.894 -1.416 2.437
O: 3.019 -1.977 2.329
O: 1.346 -1.302 3.725
C: -0.248 1.529 -0.207
C: 0.393 2.418 1.020
C: -0.636 2.687 -1.222
C: 0.673 3.116 -2.096
C: 0.918 2.167 -3.365
C: -1.166 -0.806 -0.986
S: -1.538 -0.153 -2.724
N: -2.031 -2.011 -0.822
C: -1.228 -3.285 -1.086
C: -0.413 -3.839 0.144
N: -0.060 -5.111 0.067
H: -3.634 -3.729 4.100
H: -3.199 -5.445 3.644
H: -2.350 -4.076 2.786
H: -5.397 -3.632 2.278
H: -5.036 -5.468 2.140
H: -4.528 -5.042 -0.072
H: -2.870 -4.783 0.636
H: -2.556 -2.530 1.292
H: -4.120 -0.547 -0.622
H: -5.118 0.069 2.187
H: -4.525 -1.659 2.256
H: -3.149 1.563 -1.246
H: -3.005 2.816 0.063
H: -5.421 1.375 -1.147
H: -5.647 1.539 0.656
H: -4.520 3.932 -1.058
H: -5.618 4.068 0.573
H: -2.770 0.152 2.871
H: -1.695 1.585 2.554
H: -4.846 2.011 2.421
H: -2.764 2.160 4.831
H: -4.018 0.762 4.542
H: -4.589 2.513 4.828
H: -0.844 -1.399 1.770
H: -0.216 0.175 2.338
H: 1.847 0.049 0.745
H: 1.334 -1.666 0.304
H: 2.042 -1.390 4.420
H: 0.692 1.074 -0.728
H: 1.063 3.248 0.575
H: 1.077 1.832 1.707
H: -0.423 3.015 1.577
H: -1.437 2.520 -1.990
H: -0.918 3.651 -0.651
H: 0.463 4.184 -2.460
H: 1.626 3.145 -1.474
H: 1.015 1.066 -3.077
H: 1.938 2.472 -3.806
H: 0.135 2.375 -4.165
H: -0.107 -1.212 -1.200
H: -2.934 -0.129 -2.814
H: -2.682 -2.030 -1.641
H: -0.585 -3.192 -2.039
H: -2.005 -4.092 -1.364
H: -0.133 -3.313 1.109
H: 0.460 -5.362 0.930
O: -2.912 3.169 6.931
H: -3.281 4.022 7.163
O: -1.147 -6.312 2.409
H: -0.649 -7.029 2.022
Cs: -6.851 -4.077 2.647
Li: 2.584 0.884 2.014
C: 7.808 0.990 -1.805
C: 6.931 1.285 -0.845
C: 5.554 1.755 -1.168
O: 4.766 1.999 -0.262
C: 5.194 1.913 -2.579
C: 6.073 1.621 -3.541
C: 7.441 1.124 -3.219
O: 8.210 0.850 -4.121
O: 5.756 1.763 -4.853
O: 7.258 1.168 0.474
H: 8.811 0.645 -1.584
H: 4.197 2.272 -2.800
H: 6.555 1.488 -5.345
H: 6.460 1.438 0.963
C: 9.107 -3.385 -2.588
C: 9.601 -2.170 -3.401
C: 10.613 -2.650 -4.461
O: 10.234 -1.347 -2.568
H: 9.925 -3.903 -2.076
H: 8.372 -3.088 -1.834
H: 8.623 -4.114 -3.249
H: 8.723 -1.806 -3.964
H: 11.482 -3.142 -4.013
H: 10.975 -1.817 -5.071
H: 10.141 -3.371 -5.139
Cl: -6.420 1.439 3.206
Al: -7.231 -3.323 -1.762
Cl: -6.030 5.563 0.701
O: 1.036 5.983 -1.895
Cl: 1.419 7.078 -1.023
O: 0.380 8.083 -1.029
O: 2.658 7.656 -1.493
O: 1.599 6.573 0.324

Forces on the atoms, in the same order (eV/Å):
C -0.56 0.07 0.74
C 4.84 -0.73 -0.27
C -0.94 -2.38 0.22
O 1.20 0.12 0.79
C -2.46 0.60 1.19
C 0.30 -0.98 -0.49
C -0.96 -0.56 0.12
C -0.32 -0.02 -1.92
O 0.19 -0.21 3.74
F 3.34 0.07 -1.95
C -0.61 0.81 -0.02
C 1.13 0.54 -1.74
C -0.91 0.56 -0.74
C 1.25 -3.22 -2.01
I 0.72 0.13 0.74
C 0.80 -0.30 1.19
C -0.02 -0.95 2.00
C -0.20 0.33 -0.69
I -0.17 -1.02 -0.44
C 0.07 -1.38 0.90
C 0.80 0.14 0.58
C 0.06 -0.06 1.58
C 3.50 -2.53 0.58
O -3.71 2.47 -0.03
O 0.07 1.03 -2.29
C 1.87 1.14 -0.37
C -0.39 0.89 -1.06
C 0.90 1.61 -0.68
C -0.83 -0.18 -0.51
C 0.90 0.90 0.40
C 1.04 2.13 -1.05
S -0.55 -0.42 0.16
N 0.29 -1.61 -0.99
C 0.03 -2.10 -0.14
C 1.03 -3.16 0.04
N -0.72 3.74 0.10
H 0.29 -0.73 -1.43
H -0.05 1.48 -1.12
H -1.30 -0.60 0.45
H 11.12 0.36 -3.10
H 1.28 1.97 -0.46
H 0.96 1.26 0.68
H -1.08 0.81 -0.05
H 0.23 0.86 -1.24
H 0.39 0.01 1.73
H 0.05 -0.56 -0.50
H -0.95 1.15 -0.95
H -0.39 0.44 1.65
H -0.51 -1.82 0.08
H 0.78 0.58 1.45
H 0.94 0.44 -0.66
H -1.33 -0.22 1.06
H 0.22 -0.99 -0.86
H 0.06 1.39 -0.81
H -1.29 -1.03 -1.02
H 2.49 0.87 0.20
H -1.30 -0.48 -0.48
H 0.39 1.66 -0.16
H 1.38 -1.01 -0.61
H 0.46 1.11 -0.57
H -0.82 -0.60 -1.46
H -1.58 -1.77 -0.27
H -0.01 1.04 1.01
H -0.34 -0.45 -0.89
H -1.56 0.32 0.80
H -1.07 -1.42 0.45
H -1.15 0.55 -0.13
H 1.32 -1.26 -0.45
H 0.69 -0.22 1.05
H 0.22 -1.62 -0.70
H 0.57 -1.76 0.62
H -1.26 0.06 -0.62
H -0.33 1.29 -0.53
H -1.57 -0.50 0.51
H 0.90 -0.65 1.05
H -1.61 0.90 0.70
H 1.14 -0.02 0.68
H 0.51 0.35 0.80
H -0.97 0.43 1.60
H 1.25 1.20 0.58
H -0.72 0.07 -1.42
H -0.74 -0.14 -0.28
O 0.25 -0.46 -0.13
H -0.17 0.43 0.07
O -0.46 1.00 -0.19
H 0.11 -0.42 -0.05
Cs -14.43 -1.61 4.30
Li 0.71 0.55 0.26
C 0.18 -0.02 -0.13
C 0.64 -0.18 0.68
C -0.27 0.16 -0.67
O -0.12 -0.34 0.49
C -0.24 0.01 0.63
C -0.83 0.33 -1.19
C 0.91 -0.30 0.18
O -0.60 0.26 -0.04
O 0.77 -0.35 1.10
O -0.81 0.20 -0.75
H 0.01 -0.13 -0.11
H 0.04 0.05 0.00
H -0.08 0.05 0.01
H 0.22 0.04 -0.06
C -0.32 -0.82 0.18
C 0.65 -0.66 0.04
C 0.27 -0.51 -0.66
O -0.41 0.79 0.24
H 0.03 0.26 -0.10
H 0.15 0.16 -0.10
H 0.00 0.07 -0.08
H -0.10 0.57 0.18
H -0.18 0.16 0.16
H -0.13 0.02 0.23
H -0.07 0.03 0.03
Cl -2.03 -1.02 -0.09
Al 0.27 0.91 0.34
Cl -0.71 2.55 1.08
O -0.01 -0.06 -0.05
Cl 0.12 0.98 0.16
O 0.18 -0.37 0.00
O -0.22 -0.28 0.07
O -0.04 -0.27 -0.07

Properties
- Multiplicity: 1

---

No. 2
Computed, not measured: a cluster of 9 separate species, C35H59Cl4N7O4 in total, with ωB97M-V/def2-TZVPD.

Cartesian coordinates (Å):
C: -6.441 4.037 7.328
O: -5.382 3.569 6.565
C: -4.628 2.575 7.168
C: -3.635 1.766 6.231
N: -3.111 2.649 5.089
H: -2.727 2.101 4.332
H: -3.825 3.159 4.590
C: -2.037 3.681 5.514
C: -1.442 4.352 4.286
O: -2.551 4.594 3.418
C: -2.131 5.204 2.151
H: -6.222 4.554 8.263
H: -7.144 3.227 7.519
H: -6.951 4.756 6.687
H: -5.248 1.879 7.733
H: -4.084 3.126 7.935
H: -4.171 0.967 5.720
H: -2.790 1.336 6.770
H: -1.270 3.099 6.025
H: -2.429 4.275 6.339
H: -0.660 3.720 3.865
H: -0.809 5.184 4.594
H: -1.530 6.101 2.301
H: -3.010 5.430 1.546
H: -1.448 4.533 1.631
C: 0.810 -1.055 -2.035
C: 0.178 -1.725 -0.785
O: 0.502 -2.866 -0.438
O: -0.697 -1.032 -0.203
H: 1.716 -0.466 -1.887
H: 0.107 -0.429 -2.583
H: 1.162 -1.930 -2.581
C: 5.384 5.541 -11.105
C: 6.161 5.679 -9.774
N: 5.564 6.446 -8.659
C: 4.165 6.039 -8.430
C: 4.104 4.538 -8.077
C: 5.579 7.882 -8.845
C: 7.011 8.388 -8.810
H: 6.090 5.224 -11.873
H: 4.926 6.486 -11.395
H: 4.618 4.766 -11.092
H: 6.443 4.675 -9.457
H: 7.091 6.147 -10.094
H: 3.720 6.586 -7.598
H: 3.468 6.132 -9.263
H: 3.118 4.269 -7.696
H: 4.436 3.838 -8.844
H: 4.717 4.339 -7.198
H: 4.968 8.331 -8.062
H: 5.113 8.259 -9.756
H: 7.692 7.810 -8.185
H: 6.962 9.367 -8.335
H: 7.452 8.495 -9.802
C: -5.027 1.087 -7.849
Cl: -4.821 1.632 -9.524
Cl: -4.152 2.210 -6.708
Cl: -6.798 0.892 -7.478
Cl: -4.196 -0.472 -7.657
N: 0.390 -4.599 6.686
C: 1.220 -4.357 7.687
C: 0.587 -4.705 8.888
C: -0.678 -5.183 8.539
C: -0.783 -5.152 7.153
H: 0.567 -4.516 5.695
H: 2.220 -3.956 7.622
H: 0.943 -4.635 9.905
H: -1.412 -5.592 9.218
H: -1.524 -5.563 6.485
N: 4.868 -8.078 -0.657
C: 5.450 -7.910 -1.841
C: 6.722 -8.305 -1.804
C: 6.993 -8.938 -0.588
C: 5.767 -8.800 0.154
H: 3.933 -7.763 -0.441
H: 4.907 -7.260 -2.511
H: 7.403 -8.230 -2.639
H: 7.887 -9.432 -0.236
H: 5.590 -8.924 1.212
N: 5.656 -2.496 3.093
C: 5.493 -1.148 3.501
C: 6.584 -0.764 4.255
C: 7.332 -1.908 4.425
C: 6.807 -2.976 3.667
H: 5.051 -2.881 2.382
H: 4.716 -0.556 3.039
H: 6.805 0.222 4.636
H: 8.283 -1.945 4.935
H: 7.165 -3.979 3.490
N: -4.876 -7.849 1.568
C: -6.147 -7.761 2.072
C: -6.563 -8.923 2.643
C: -5.474 -9.835 2.480
C: -4.506 -9.122 1.780
H: -4.337 -7.148 1.080
H: -6.769 -6.885 1.968
H: -7.487 -9.194 3.134
H: -5.428 -10.852 2.840
H: -3.537 -9.500 1.488
N: -7.000 1.029 -0.772
C: -7.632 2.245 -0.615
C: -9.050 2.118 -0.828
C: -9.220 0.746 -1.100
C: -7.989 0.107 -1.149
H: -6.050 0.853 -0.476
H: -7.079 3.121 -0.311
H: -9.809 2.870 -0.669
H: -10.177 0.267 -1.242
H: -7.702 -0.911 -1.369

Forces on the atoms, in the same order (eV/Å):
C -1.56 0.38 -0.31
O 0.83 -0.40 -1.84
C 1.37 0.02 1.01
C -1.49 1.26 -0.76
N 1.04 0.70 1.18
H 0.50 -0.66 -0.09
H -0.85 0.47 0.27
C 0.13 -1.34 0.52
C -0.61 -0.35 0.23
O 1.32 0.88 -0.53
C 0.35 -0.44 0.51
H 0.65 -0.17 0.12
H -0.10 -0.10 0.23
H -0.05 0.01 0.10
H -0.12 -0.43 -0.27
H 0.75 -0.42 0.32
H -0.01 -0.02 0.13
H -0.09 0.27 0.01
H 0.16 -0.20 -0.23
H -0.53 0.45 -0.67
H -0.38 -0.65 -0.59
H -0.67 0.84 0.03
H -0.34 0.28 0.40
H 0.07 -0.18 0.28
H -0.29 -0.36 -0.16
C 0.48 -1.16 -0.10
C -0.99 1.36 0.76
O 0.98 -0.84 -0.43
O -0.29 0.66 0.09
H -0.04 0.12 0.62
H -0.09 -0.27 0.02
H -0.12 0.21 -0.75
C -0.15 -0.08 0.40
C 0.14 0.18 -0.70
N -1.66 -0.43 -0.72
C 0.29 -2.08 0.31
C 0.09 0.19 1.17
C 0.90 -0.11 0.04
C 0.03 0.98 0.36
H 0.04 0.18 -0.08
H 0.02 -0.01 -0.14
H -0.18 0.11 0.20
H -0.09 0.07 0.35
H 0.15 0.23 0.56
H 0.32 0.21 0.04
H 0.17 0.64 -0.57
H -0.29 -0.04 -0.54
H -0.27 0.24 -0.18
H 0.42 0.11 -0.03
H 0.23 -0.11 0.31
H -0.23 -0.25 -0.53
H -0.28 -0.32 -0.04
H 0.33 0.29 -0.26
H -0.01 0.01 0.04
C 0.32 -0.16 0.42
Cl -0.20 0.07 0.47
Cl -1.05 -0.35 -0.70
Cl 1.34 0.37 -0.08
Cl -0.41 0.06 -0.09
N -1.40 -0.83 -1.58
C 1.14 0.38 2.91
C 0.43 0.41 -0.78
C -0.74 -0.61 -0.83
C 0.18 0.08 0.78
H 0.25 0.11 0.29
H -0.16 0.02 -0.53
H 0.29 0.13 -0.24
H -0.03 0.06 -0.11
H 0.04 0.27 0.05
N 0.82 -1.85 2.18
C -1.72 2.48 -1.14
C 2.24 -1.05 -1.47
C -2.91 0.27 1.97
C 1.24 0.87 -0.92
H 0.30 -0.26 0.17
H 0.29 -0.32 -0.55
H -0.01 0.03 0.03
H -0.09 0.15 -0.08
H -0.18 -0.29 -0.18
N -0.07 2.24 0.96
C 0.24 -0.79 -1.29
C -1.69 0.11 -0.36
C 1.65 -2.39 -0.58
C -0.10 1.41 0.54
H 0.29 -0.32 0.29
H -0.06 -0.10 0.17
H -0.17 -0.12 0.03
H -0.07 -0.18 0.11
H -0.06 0.15 0.12
N -1.13 -0.30 0.20
C -1.57 1.75 0.05
C 1.07 -0.99 -0.03
C 0.27 1.08 -0.65
C 1.20 -2.41 0.77
H -0.33 -0.16 0.15
H 0.39 0.23 -0.07
H -0.06 0.50 -0.16
H 0.17 0.09 -0.21
H 0.02 0.22 -0.07
N -2.23 0.59 -0.55
C -1.74 0.22 0.16
C 3.38 -0.44 0.83
C 0.21 -0.65 -0.53
C 0.48 0.55 0.93
H -0.22 -0.15 -0.47
H 0.04 -0.08 -0.06
H 0.21 -0.02 -0.18
H 0.14 -0.11 -0.24
H -0.22 0.08 0.10

Properties
- Multiplicity: 1

---

| no. | E_LUMO (Ha) | orbital gap (eV) |
| --- | --- | --- |
| 1 | -0.1886 | 0.84 |
| 2 | -0.0375 | 4.72 |